<w>
Entry from the Open Molecules 2025 dataset: a cluster of 14 separate species, C4H35NO16 in total (ωB97M-V/def2-TZVPD).

Computed properties:
HOMO-LUMO gap in eV: 10.332
LUMO level in Eh: 0.007
E_HOMO in eV: -10.139
Multiplicity: 1

Geometry (Å):
C 2.456 -1.772 -0.468
O 3.808 -1.281 -0.456
C 1.608 -0.553 0.062
C 0.167 -0.929 0.213
C -0.586 0.422 0.569
O -0.092 1.509 0.127
O -1.432 0.323 1.446
N 2.298 -0.281 1.414
H 1.986 -2.311 -1.349
H 2.580 -2.631 0.210
H 4.035 -1.103 -1.420
H 1.770 0.354 -0.600
H 0.080 -1.730 1.009
H -0.167 -1.331 -0.718
H -1.639 2.397 0.670
H 2.226 -1.123 1.868
H 3.268 0.028 1.281
H -0.475 4.220 -2.120
H -0.430 3.901 -0.763
O 0.214 4.059 -1.545
H -0.738 -1.504 -3.865
H 0.594 -0.765 -3.676
O 0.250 -1.453 -4.119
H 0.729 2.526 1.235
H 0.249 0.665 3.728
O 1.209 0.880 3.924
H 0.472 -2.569 2.520
H 1.426 -3.619 3.045
O 1.384 -2.803 2.475
H 1.525 1.623 3.347
H -2.576 3.756 0.271
O -1.646 3.331 0.365
H 1.033 1.365 -1.775
H 1.695 2.069 -3.004
O 1.504 1.191 -2.611
H -2.753 2.237 -0.433
H -3.222 1.377 -1.674
O -3.547 1.970 -0.950
H -4.274 -1.874 1.799
H -2.990 -1.180 1.410
O -3.446 -2.027 1.313
H 1.678 0.453 1.902
H 2.006 3.320 1.952
O 1.448 2.626 1.930
H -1.291 -0.718 2.967
H -1.052 -1.209 4.454
O -1.000 -1.351 3.543
H -3.816 0.162 -0.675
H -3.703 -1.551 -0.334
O -3.704 -0.773 -0.985
H 2.631 -1.575 -3.533
H 2.511 -0.258 -2.888
O 3.222 -0.936 -3.065
H -2.779 -1.993 -3.423
H -2.588 -1.532 -1.941
O -2.117 -2.029 -2.657

<x>
Entry from the Open Molecules 2025 dataset: a cluster of 14 separate species, C4H35NO16 in total (ωB97M-V/def2-TZVPD).

Computed properties:
HOMO-LUMO gap in eV: 9.930
LUMO level in Eh: -0.008
E_HOMO in eV: -10.148
Multiplicity: 1

Geometry (Å):
O 1.767 0.478 -3.198
C 0.925 0.928 -2.447
N 0.661 0.120 -1.303
C -0.688 -0.022 -0.819
C -1.088 1.108 0.219
O -0.655 0.668 1.494
C -1.743 -0.303 -1.960
O -1.729 -1.748 -2.104
H 0.428 1.851 -2.512
H 1.070 -0.986 -1.429
H -0.628 -1.024 -0.098
H -0.622 2.017 -0.170
H -2.154 1.408 0.494
H 0.230 1.055 1.719
H -2.815 -0.063 -1.773
H -1.452 0.199 -2.932
H -1.899 -2.034 -3.073
H 3.644 0.340 -1.224
H 3.878 -0.958 -0.652
O 3.452 -0.033 -0.351
H -3.726 -2.072 1.504
H -4.228 -0.911 2.246
O -4.337 -1.534 1.607
H 2.124 0.150 3.074
H 3.007 -0.619 4.166
O 2.139 -0.048 3.958
H 2.091 0.615 0.807
H 2.768 1.710 1.945
O 1.964 1.234 1.547
H -1.718 -0.168 3.248
H -2.994 -0.138 4.072
O -2.643 -0.530 3.225
H -0.625 4.423 -1.023
H 0.708 4.508 -1.749
O 0.302 4.478 -0.844
H -0.971 -4.357 0.529
H -0.657 -5.261 -0.552
O -0.817 -5.254 0.330
H 2.711 -2.311 -2.571
H 2.231 -3.065 -1.282
O 2.987 -3.057 -1.927
H -1.176 -1.864 1.661
H -1.165 -3.111 2.507
O -1.379 -2.773 1.634
H -3.902 0.836 -0.544
H -5.028 1.695 -1.285
O -4.250 1.132 -1.453
H 2.897 3.408 -0.731
H 4.058 3.078 -1.585
O 3.483 3.747 -1.396
H 0.111 -3.074 0.308
H -0.103 -2.312 -1.026
O 0.443 -2.956 -0.550
H 1.454 3.287 1.182
H 1.500 4.279 0.228
O 2.158 3.835 0.863

Top of the stability list: <w>, leading by 0.1363 hartree.